[1]
The following is a quantum chemistry calculation of a molecular structure, C35H22N9O6V, from OMol25.

XYZ file:
```
73
Properties=species:S:1:pos:R:3
V 0.312 -1.188 -0.388
C 3.952 -0.491 -2.607
C 3.022 -1.106 -1.823
N 2.059 -0.410 -1.164
C 2.137 0.959 -1.272
C 3.077 1.545 -2.136
N 3.973 0.863 -2.803
C 1.171 1.662 -0.497
C 0.993 3.057 -0.517
C 0.036 3.639 0.267
C -0.701 2.798 1.134
C -0.498 1.442 1.120
N 0.375 0.845 0.257
C -1.185 0.617 2.150
C -2.499 0.869 2.535
N -3.072 0.221 3.543
C -2.351 -0.731 4.122
C -1.057 -1.019 3.708
N -0.465 -0.327 2.746
C -0.214 5.096 0.236
C 0.814 6.014 0.036
C 0.519 7.367 0.005
N -0.707 7.865 0.160
C -1.686 6.984 0.356
C -1.495 5.611 0.404
H 4.703 -1.071 -3.126
H 3.004 -2.182 -1.718
H 3.078 2.622 -2.266
H 1.594 3.655 -1.189
H -1.379 3.223 1.861
H -3.105 1.589 1.998
H -2.816 -1.296 4.921
H -0.496 -1.832 4.155
H 1.838 5.682 -0.072
H 1.313 8.091 -0.146
H -2.682 7.395 0.479
H -2.342 4.954 0.548
O 0.971 -3.858 -3.436
C 0.600 -2.954 -2.688
N 0.587 -2.930 -1.354
C 0.996 -4.090 -0.607
C 1.669 -3.654 0.664
C 2.435 -4.539 1.416
C 3.047 -4.088 2.565
C 2.895 -2.756 2.936
C 2.121 -1.937 2.144
N 1.512 -2.379 1.036
C 0.072 -1.659 -3.261
C 0.022 -1.440 -4.624
C -0.509 -0.246 -5.083
C -0.983 0.682 -4.167
C -0.881 0.396 -2.817
N -0.348 -0.744 -2.377
H 1.666 -4.731 -1.187
H 0.125 -4.691 -0.318
H 2.536 -5.564 1.087
H 3.645 -4.761 3.167
H 3.366 -2.359 3.824
H 1.943 -0.901 2.391
H 0.392 -2.215 -5.281
H -0.562 -0.042 -6.145
H -1.425 1.616 -4.485
H -1.245 1.079 -2.058
O -5.837 -2.125 1.723
C -4.651 -2.263 1.541
C -3.790 -3.369 2.134
O -4.166 -4.209 2.919
C -2.401 -3.183 1.596
C -2.444 -1.994 0.807
O -1.390 -1.494 0.220
C -3.739 -1.384 0.727
O -4.041 -0.341 0.144
O -1.410 -3.889 1.824
```

Calculated values
total charge	-1
E_LUMO (alpha / beta)	1.469 / 1.480	eV
energy above the lowest of the compared OMol25 structures with the same formula, charge and spin	0.278	eV
E	-88039.91605	eV
Kohn-Sham gap (alpha / beta)	5.06 / 5.25	eV
multiplicity	2

Results of the Mulliken charge analysis, in e, for atoms 1 through 2: V -0.201; C -0.694



[2]
The following is a quantum chemistry calculation of a molecular structure, C35H37Cl4F2FeN6O5, from OMol25.

XYZ file:
```
90
Properties=species:S:1:pos:R:3
Fe 1.328 1.383 -1.933
Cl 0.059 3.029 4.411
C 0.889 2.711 2.919
C 2.245 2.449 2.914
Cl 3.140 2.430 4.396
C 2.894 2.174 1.698
Cl 4.588 1.813 1.661
C 2.207 2.151 0.487
O 2.759 1.862 -0.660
C 0.792 2.408 0.498
O 0.164 2.334 -0.645
C 0.176 2.697 1.710
Cl -1.536 2.988 1.687
F 0.460 -0.789 4.066
C -0.115 -1.308 2.962
C 0.311 -0.881 1.739
C -0.249 -1.428 0.587
C 0.220 -0.933 -0.705
O 1.188 -0.168 -0.702
C -0.492 -1.377 -1.856
C -1.415 -2.354 -1.697
N -1.817 -2.873 -0.500
C -2.728 -3.986 -0.464
C -3.878 -4.018 -1.418
C -4.130 -3.776 0.042
C -1.252 -2.396 0.675
C -1.674 -2.816 1.940
C -1.114 -2.277 3.090
N -1.633 -2.702 4.351
C -1.564 -4.124 4.649
C -2.842 -4.493 5.426
N -3.359 -3.217 6.030
C -2.234 -2.471 6.683
C -1.345 -1.920 5.551
C -0.250 -0.815 -3.247
O -0.613 -1.490 -4.198
O 0.261 0.359 -3.294
H 1.081 -0.121 1.649
H -1.891 -2.761 -2.579
H -2.255 -4.933 -0.231
H -4.140 -4.976 -1.842
H -4.009 -3.177 -2.084
H -4.582 -4.564 0.630
H -4.397 -2.769 0.331
H -2.482 -3.530 2.030
H -0.671 -4.365 5.239
H -1.513 -4.703 3.732
H -2.656 -5.193 6.237
H -3.627 -4.883 4.782
H -4.142 -3.381 6.659
H -3.666 -2.640 5.241
H -1.714 -3.188 7.316
H -2.647 -1.682 7.307
H -0.302 -1.973 5.868
H -1.584 -0.875 5.358
C 0.321 5.947 -1.789
N 1.237 5.051 -2.479
C 2.410 4.734 -1.689
C 0.720 4.095 -3.317
N 1.081 2.847 -3.297
N -0.235 4.561 -4.199
C 0.012 5.787 -4.939
C -1.028 3.585 -4.920
H -0.018 5.493 -0.852
H -0.548 6.165 -2.404
H 0.837 6.881 -1.560
H 2.946 5.664 -1.486
H 3.055 4.051 -2.233
H 2.145 4.269 -0.747
H 0.710 2.328 -4.084
H 0.749 6.392 -4.421
H -0.911 6.362 -5.039
H 0.389 5.566 -5.945
H -0.483 3.130 -5.758
H -1.908 4.085 -5.324
H -1.354 2.793 -4.247
F 3.055 -4.321 -1.268
C 3.161 -3.045 -1.767
C 2.579 -2.755 -2.983
C 2.672 -1.459 -3.474
C 3.324 -0.443 -2.747
C 3.345 0.932 -3.210
C 3.918 -0.801 -1.519
C 3.839 -2.095 -1.031
H 2.045 -3.525 -3.526
H 2.181 -1.209 -4.406
H 2.968 1.189 -4.191
H 3.885 1.675 -2.642
H 4.386 -0.026 -0.927
H 4.277 -2.367 -0.078
```

Calculated values
E_LUMO (alpha / beta)	-1.669 / -1.669	eV
energy above the lowest of the compared OMol25 structures with the same formula, charge and spin	0.000	eV
E	-145983.06238	eV
Kohn-Sham gap (alpha / beta)	3.57 / 3.56	eV
multiplicity	2

Results of the Mulliken charge analysis, in e, for atoms 1 through 2: Fe 0.022; Cl -0.233



[3]
The following is a quantum chemistry calculation of a molecular structure, C10H12IN2O3PS, from OMol25.

XYZ file:
```
30
Properties=species:S:1:pos:R:3
C 3.805 0.630 1.103
C 3.177 1.216 -0.238
O 1.786 1.525 -0.049
C 0.959 1.079 -1.139
C 0.088 -0.111 -0.595
C 0.789 -1.473 -0.539
O 2.108 -1.638 -0.987
C 0.125 -2.678 -0.058
I 1.068 -4.603 -0.028
C -1.287 -2.546 0.431
N -2.001 -3.624 0.943
S -3.464 -2.915 1.320
N -3.268 -1.338 0.857
C -1.981 -1.183 0.371
C -1.309 0.053 -0.158
P -2.163 1.709 -0.280
C -3.441 1.926 1.072
O -3.048 1.651 -1.753
H 3.023 0.158 1.751
H 4.343 1.444 1.677
H 4.604 -0.144 0.889
H 3.391 0.496 -1.070
H 3.726 2.187 -0.436
H 1.523 0.825 -2.074
H 0.281 1.948 -1.391
H 2.110 -1.596 -1.966
H -3.843 0.977 1.515
H -4.327 2.445 0.591
H -3.050 2.627 1.853
H -3.725 0.953 -1.611
```

Calculated values
E_LUMO	-1.260	eV
E	-47909.16095	eV
Kohn-Sham gap	7.30	eV

Results of the Mulliken charge analysis, in e, for atoms 1 through 2: C -1.049; C -0.106



[4]
The following is a quantum chemistry calculation of 2 unconnected molecules or ions with the total composition C5H8O, from OMol25.

XYZ file:
```
14
Properties=species:S:1:pos:R:3
C 0.700 2.226 0.031
C 0.823 1.587 1.191
C 0.279 -1.203 0.749
C -1.116 -1.279 0.103
C -0.356 -1.574 -1.189
O 0.863 -1.530 -0.404
H 1.525 2.287 -0.674
H -0.225 2.721 -0.257
H 0.004 1.522 1.903
H 1.744 1.092 1.482
H -1.739 -0.383 0.147
H -1.668 -2.125 0.523
H -0.490 -2.553 -1.657
H -0.343 -0.787 -1.948
```

Calculated values
E_LUMO	0.920	eV
energy above the lowest of the compared OMol25 structures with the same formula, charge and spin	4.659	eV
E	-7357.59590	eV
Kohn-Sham gap	9.44	eV

Results of the Mulliken charge analysis, in e, for atoms 1 through 2: C -0.401; C -0.609



[5]
The following is a quantum chemistry calculation of C4H9N2O2 in the gas phase, from OMol25.

XYZ file:
```
17
Properties=species:S:1:pos:R:3
C -0.497 -0.760 -0.413
N -0.625 -2.060 0.195
C -0.519 -2.175 1.565
O -1.162 -2.923 2.262
C 0.585 0.174 0.202
N 1.049 1.040 -0.858
C 0.235 2.348 -0.937
O 1.056 3.382 -0.972
H -1.435 -0.166 -0.459
H -0.239 -0.813 -1.481
H -1.241 -2.775 -0.162
H 0.302 -1.612 2.048
H 1.400 -0.504 0.494
H 0.099 0.622 1.069
H 1.940 1.494 -0.712
H -0.455 2.297 -0.062
H -0.493 2.430 -1.778
```

Calculated values
E_LUMO (alpha / beta)	0.758 / -2.208	eV
energy above the lowest of the compared OMol25 structures with the same formula, charge and spin	1.341	eV
E	-11366.06793	eV
Kohn-Sham gap (alpha / beta)	10.41 / 7.41	eV
multiplicity	2

Results of the Mulliken charge analysis, in e, for atoms 1 through 2: C -0.508; N -0.163